Record 1
Molecular formula: C39H25F5NSbSeSn
Method: DFT, wB97M-V/def2-TZVPD

Results
Total charge: +2
Kohn-Sham gap (eV): 5.64

Geometry (Å):
Sn: 1.280 -0.861 0.641
C: -0.140 -5.090 0.735
C: -1.144 -5.002 1.686
C: -1.474 -3.781 2.252
C: -0.813 -2.615 1.861
C: 0.209 -2.728 0.911
C: 0.552 -3.946 0.356
C: -1.113 -1.289 2.434
C: -2.168 -1.071 3.337
C: -2.368 0.172 3.865
C: -1.536 1.248 3.491
C: -1.692 2.556 3.998
C: -0.846 3.556 3.610
C: 0.196 3.284 2.703
C: 0.364 2.027 2.188
C: -0.502 0.982 2.564
N: -0.330 -0.278 2.062
H: 0.120 -6.041 0.289
H: -1.666 -5.896 1.999
H: -2.235 -3.756 3.019
H: 1.358 -4.022 -0.362
H: -2.811 -1.894 3.609
H: -3.163 0.343 4.582
H: -2.486 2.748 4.709
H: -0.960 4.557 4.004
H: 0.876 4.078 2.423
H: 1.183 1.823 1.505
F: 7.913 2.179 1.554
C: 6.830 1.456 1.732
C: 6.906 0.252 2.423
F: 8.064 -0.168 2.895
C: 5.758 -0.496 2.617
F: 5.815 -1.643 3.288
C: 4.529 -0.064 2.132
Se: 2.991 -1.087 2.557
C: 4.483 1.130 1.430
F: 3.307 1.539 0.912
C: 5.614 1.894 1.225
F: 5.533 3.037 0.560
C: 0.022 2.893 -5.745
C: -0.964 3.213 -4.823
C: -0.979 2.613 -3.571
C: 0.006 1.681 -3.281
C: 1.010 1.354 -4.182
C: 1.008 1.968 -5.424
Sb: -0.234 0.458 -1.545
C: -0.596 -1.422 -2.474
C: -1.835 -1.670 -3.053
C: -2.040 -2.870 -3.718
C: -1.021 -3.808 -3.802
C: 0.222 -3.544 -3.241
C: 0.436 -2.345 -2.579
C: -2.026 1.065 -0.587
C: -2.993 0.122 -0.261
C: -4.167 0.543 0.346
C: -4.361 1.887 0.637
C: -3.383 2.821 0.322
C: -2.206 2.413 -0.286
H: 0.025 3.367 -6.717
H: -1.731 3.933 -5.074
H: -1.754 2.868 -2.861
H: 1.782 0.635 -3.936
H: 1.777 1.718 -6.143
H: -2.633 -0.939 -2.995
H: -2.998 -3.066 -4.182
H: -1.189 -4.745 -4.316
H: 1.022 -4.267 -3.326
H: 1.420 -2.128 -2.171
H: -2.851 -0.927 -0.500
H: -4.938 -0.180 0.580
H: -5.281 2.209 1.107
H: -3.539 3.870 0.538
H: -1.445 3.145 -0.531

The computed Löwdin charges, all in e, follow: Sn 1.0147; C -0.0346; C -0.0324; C 0.0004; C -0.1960; C -0.2829; C -0.1068; C -0.2050; C 0.0308; C 0.0522; C -0.1357; C 0.0023; C -0.0368; C -0.0303; C -0.0431; C -0.2142; N -0.0201; H 0.1219; H 0.1230; H 0.1150; H 0.1031; H 0.1178; H 0.1393; H 0.1300; H 0.1214; H 0.1237; H 0.0576; F 0.1773; C -0.1209; C -0.1288; F 0.1687; C -0.2473; F 0.1015; C -0.4751; Se 0.8773; C -0.2399; F 0.0092; C -0.1370; F 0.1504; C -0.0381; C -0.0476; C -0.1080; C -0.3509; C -0.1194; C -0.0494; Sb 1.5963; C -0.3868; C -0.1102; C -0.0464; C -0.0416; C -0.0619; C -0.1757; C -0.3771; C -0.1231; C -0.0536; C -0.0434; C -0.0511; C -0.1409; H 0.1220; H 0.1210; H 0.0900; H 0.1053; H 0.1208; H 0.1068; H 0.1204; H 0.1205; H 0.1196; H 0.0804; H 0.1023; H 0.1197; H 0.1204; H 0.1209; H 0.1080



Record 2
Molecular formula: C51H52N4O8SiTeV
Method: DFT, wB97M-V/def2-TZVPD

Results
Total charge: +2
Kohn-Sham gap (spin up / spin down) (eV): 6.17 / 6.25
<S²>: 0.76
Spin multiplicity: 2

Geometry (Å):
V: 0.492 0.272 -0.753
O: -2.317 -3.209 0.601
C: -1.216 -2.535 0.289
O: -0.568 -2.650 -0.708
C: -0.801 -1.625 1.420
C: -1.165 -1.907 2.735
C: -0.747 -1.069 3.747
C: 0.044 0.030 3.422
C: 0.387 0.225 2.103
N: -0.031 -0.587 1.110
C: 1.393 1.254 1.647
O: 1.677 2.287 2.393
O: 1.954 1.081 0.579
H: -2.553 -3.770 -0.156
H: -1.765 -2.783 2.935
H: -1.012 -1.268 4.777
H: 0.409 0.685 4.203
H: 1.161 2.337 3.209
C: -6.576 3.124 6.515
C: -5.803 2.772 5.279
C: -5.842 1.490 4.741
C: -5.158 1.161 3.580
C: -5.267 -0.265 3.093
C: -4.409 2.160 2.926
Te: -3.628 1.418 1.094
N: -2.369 2.871 0.599
C: -1.178 2.809 0.102
O: -0.441 1.739 -0.238
C: -0.444 4.080 -0.124
C: 0.239 4.286 -1.318
C: 0.871 5.499 -1.543
C: 0.841 6.492 -0.574
C: 0.189 6.270 0.633
C: -0.460 5.067 0.857
C: -5.264 1.840 -0.169
C: -5.936 0.679 -0.550
C: -6.995 0.755 -1.440
C: -7.341 1.986 -1.973
C: -6.659 3.130 -1.590
C: -5.611 3.097 -0.673
C: -4.981 4.384 -0.230
C: -4.321 3.452 3.460
C: -3.492 4.587 2.917
C: -5.026 3.718 4.631
H: -7.009 2.241 6.980
H: -7.389 3.809 6.270
H: -5.940 3.624 7.245
H: -6.425 0.724 5.237
H: -5.862 -0.849 3.792
H: -4.293 -0.748 3.014
H: -5.764 -0.345 2.122
H: 0.286 3.501 -2.064
H: 1.400 5.664 -2.472
H: 1.329 7.439 -0.756
H: 0.186 7.035 1.397
H: -0.972 4.887 1.793
H: -5.628 -0.286 -0.180
H: -7.526 -0.142 -1.728
H: -8.150 2.060 -2.687
H: -6.949 4.088 -2.002
H: -5.410 5.220 -0.777
H: -3.902 4.392 -0.376
H: -5.174 4.548 0.831
H: -3.088 4.400 1.931
H: -2.662 4.783 3.600
H: -4.090 5.498 2.884
H: -4.957 4.718 5.046
C: 3.364 -3.341 -4.346
C: 2.266 -2.856 -3.389
C: 1.642 -4.078 -2.702
C: 1.192 -2.130 -4.212
Si: 2.931 -1.671 -2.086
O: 1.562 -0.861 -1.360
C: 4.036 -0.313 -2.718
C: 3.921 1.006 -2.270
C: 4.815 1.987 -2.669
C: 5.857 1.668 -3.528
C: 6.005 0.362 -3.970
C: 5.108 -0.615 -3.566
C: 3.706 -2.538 -0.630
C: 3.323 -2.263 0.684
C: 3.954 -2.867 1.762
C: 4.989 -3.765 1.543
C: 5.390 -4.049 0.246
C: 4.755 -3.440 -0.826
H: 2.932 -4.091 -5.014
H: 4.198 -3.821 -3.831
H: 3.752 -2.538 -4.973
H: 1.246 -4.755 -3.464
H: 0.823 -3.805 -2.038
H: 2.381 -4.633 -2.122
H: 0.833 -2.786 -5.011
H: 1.587 -1.223 -4.679
H: 0.332 -1.872 -3.591
H: 3.127 1.292 -1.595
H: 4.702 2.999 -2.305
H: 6.556 2.431 -3.843
H: 6.825 0.099 -4.625
H: 5.271 -1.629 -3.907
H: 2.519 -1.562 0.873
H: 3.648 -2.636 2.774
H: 5.486 -4.237 2.380
H: 6.200 -4.743 0.069
H: 5.097 -3.673 -1.828
C: -0.170 1.485 -5.410
N: -0.869 0.756 -4.349
C: -2.103 0.178 -4.528
C: -2.781 -0.407 -3.525
C: -2.193 -0.447 -2.200
O: -2.757 -0.817 -1.179
N: -0.909 -0.001 -2.139
C: -0.305 0.688 -3.121
O: 0.763 1.260 -2.802
H: -0.668 1.283 -6.354
H: 0.864 1.150 -5.459
H: -0.184 2.554 -5.208
H: -2.499 0.245 -5.531
H: -3.764 -0.821 -3.680

Löwdin atomic charge list, values in e, 99 entries: V 1.1442; O 0.1541; C -0.4725; O 0.1358; C -0.1120; C 0.0571; C 0.0257; C 0.0513; C -0.1490; N 0.1183; C -0.4185; O 0.2361; O 0.0675; H 0.1599; H 0.1403; H 0.1364; H 0.1346; H 0.1392; C -0.0273; C -0.2374; C 0.0008; C -0.3112; C -0.0874; C -0.3098; Te 1.8996; N -0.1812; C -0.4413; O -0.2024; C -0.1630; C -0.0060; C -0.0497; C -0.0538; C -0.0529; C -0.0253; C -0.3555; C -0.1490; C -0.0618; C -0.0435; C -0.0237; C -0.2729; C -0.0345; C -0.2702; C -0.0671; C -0.0017; H 0.0825; H 0.0958; H 0.0905; H 0.1246; H 0.0909; H 0.0544; H 0.0612; H 0.1016; H 0.1138; H 0.1150; H 0.1136; H 0.0943; H 0.0862; H 0.1158; H 0.1186; H 0.1220; H 0.0902; H 0.0650; H 0.0790; H 0.0108; H 0.0930; H 0.0976; H 0.1351; C -0.0814; C -0.5885; C -0.0711; C -0.0726; Si 0.6978; O -0.3056; C -0.2027; C -0.0894; C -0.0673; C -0.0669; C -0.0648; C -0.0849; C -0.2105; C -0.0880; C -0.0785; C -0.0684; C -0.0606; C -0.0775; H 0.0952; H 0.0745; H 0.0752; H 0.0948; H 0.0545; H 0.0830; H 0.0987; H 0.0826; H 0.0650; H 0.0708; H 0.1074; H 0.1107; H 0.1119; H 0.0869



Record 3
Molecular formula: C25H41LaN3P2
Method: DFT, wB97M-V/def2-TZVPD

Results
Total charge: +1
Kohn-Sham gap (eV): 5.21

Geometry (Å):
La: -0.695 1.334 -2.627
C: 0.319 0.410 1.178
C: 0.924 1.479 0.464
C: -1.256 2.064 0.914
C: -1.027 0.771 1.448
C: -0.062 2.491 0.267
C: 0.991 -0.847 1.576
H: 1.229 -1.477 0.706
H: 0.338 -1.428 2.237
H: 1.935 -0.655 2.108
C: -2.018 -0.081 2.141
H: -1.579 -0.584 3.014
H: -2.406 -0.861 1.467
H: -2.882 0.506 2.479
C: -2.518 2.836 1.021
H: -2.633 3.294 2.019
H: -3.390 2.185 0.856
H: -2.551 3.645 0.280
C: 0.175 3.814 -0.383
H: -0.633 4.512 -0.122
H: 0.233 3.768 -1.493
H: 1.122 4.249 -0.022
C: 2.355 1.610 0.102
H: 2.801 2.509 0.562
H: 2.521 1.705 -0.986
H: 2.929 0.741 0.456
C: 1.566 -3.579 -1.082
C: 2.742 -3.315 -0.496
C: 3.765 -2.366 -1.043
C: 4.078 -2.476 -2.556
C: 3.464 -1.353 -3.446
C: 2.317 -0.589 -2.815
C: 1.115 -1.316 -2.190
C: 1.100 -2.861 -2.313
H: 4.701 -2.576 -0.506
H: 3.822 -3.462 -2.957
H: 3.491 -1.331 -0.785
H: 1.672 -3.156 -3.200
H: 0.890 -4.342 -0.679
H: 2.999 -3.771 0.469
H: 0.064 -3.174 -2.517
H: 1.074 -1.038 -1.119
H: 2.711 0.165 -2.111
H: 0.116 -1.012 -2.630
H: 5.173 -2.401 -2.668
H: 4.279 -0.626 -3.622
P: 2.918 -1.725 -5.160
C: 2.573 -3.488 -5.327
C: 4.325 -1.354 -6.240
P: 1.397 0.660 -4.237
C: 1.579 -0.618 -5.553
C: 2.797 1.760 -4.575
C: -0.061 1.648 -5.168
H: 1.495 -3.680 -5.419
H: 2.952 -4.089 -4.490
H: 3.076 -3.867 -6.230
H: 4.153 -1.797 -7.230
H: 5.245 -1.790 -5.825
H: 4.476 -0.273 -6.360
H: 0.262 1.613 -6.217
H: -0.156 2.703 -4.836
H: -1.035 1.100 -5.119
H: 0.645 -1.190 -5.678
H: 1.781 -0.094 -6.501
H: 2.443 2.796 -4.485
H: 3.189 1.613 -5.591
H: 3.607 1.606 -3.850
N: -2.720 0.391 -2.295
C: -3.633 0.210 -1.521
N: -4.686 0.226 -0.834
C: -5.045 -0.496 0.208
N: -5.457 -1.071 1.150

The computed Löwdin charges, all in e, follow: La 1.8271; C -0.2394; C -0.2928; C -0.2653; C -0.2375; C -0.3550; C -0.0421; H 0.0387; H 0.0792; H 0.0889; C -0.0550; H 0.0796; H 0.0708; H 0.0768; C -0.0583; H 0.0936; H 0.0632; H 0.0648; C -0.0860; H 0.0794; H 0.0189; H 0.0890; C -0.0666; H 0.0879; H 0.0450; H 0.0723; C -0.0928; C -0.1021; C -0.1617; C -0.1558; C -0.3902; C -0.4329; C -0.2451; C -0.1707; H 0.1201; H 0.0876; H 0.1054; H 0.0563; H 0.1153; H 0.1190; H 0.1210; H 0.0877; H 0.0677; H 0.0252; H 0.1179; H 0.1187; P 0.9330; C -0.1649; C -0.1648; P 0.6008; C -0.3826; C -0.2128; C -0.3958; H 0.0754; H 0.0570; H 0.0721; H 0.0699; H 0.0785; H 0.0597; H 0.0476; H 0.0196; H 0.0180; H 0.0871; H 0.0793; H 0.0570; H 0.0503; H 0.0588; N -0.1907; C -0.3187; N 0.1187; C -0.3559; N 0.1352



Record 4
Molecular formula: C3H7ClOS2
Method: DFT, wB97M-V/def2-TZVPD

Results
Kohn-Sham gap (eV): 9.00
SMILES string: CC(C)OSSCl

Geometry (Å):
C: 0.203 0.747 -1.209
C: -0.623 0.043 -0.104
C: 0.113 -0.092 1.253
O: -1.867 0.609 0.242
S: -2.527 1.529 -0.942
S: -3.710 0.516 -2.154
Cl: -5.289 -0.131 -0.937
H: 0.254 1.943 -1.055
H: 1.134 0.316 -1.281
H: -0.360 0.465 -2.139
H: -0.699 -1.067 -0.357
H: -0.542 0.099 2.097
H: 0.924 0.653 1.362
H: 0.645 -1.123 1.363

The computed Löwdin charges, all in e, follow: C -0.1058; C -0.5454; C -0.0624; O -0.5186; S 0.5078; S 0.0756; Cl 0.0115; H 0.1324; H 0.0405; H 0.0649; H 0.1483; H 0.0693; H 0.0735; H 0.1085



For reference, relative energy (zero: lowest compared OMol25 entry of this formula, charge and spin) by record: 1.299, 0.116, 2.132, 1.619 eV.